No. 1
C37H34FN2O2 | wB97M-V/def2-TZVPD

Output
Charge: +1
Total energy, eV: -48707.062
ΔE to the lowest compared entry with this formula, charge and spin, eV: 0.000
Kohn-Sham gap, eV: 7.42
SMILES string: Cc1ccc([C@H]2N(C)C(=O)[C@H](Cc3ccccc3)/[N+]2=C\[C@H](c2ccccc2)[C@@H](c2ccccc2)c2ccc(F)cc2)o1

```
76
Properties=species:S:1:pos:R:3:lowdin_charge:R:1
C -4.371 -0.910 -4.832 -0.009
C -3.131 -0.739 -4.100 -0.299
C -2.109 0.169 -4.242 0.011
C -1.142 -0.152 -3.242 0.014
C -1.653 -1.215 -2.521 -0.234
C -1.050 -1.952 -1.401 -0.166
N -0.012 -2.860 -1.856 -0.032
C -0.186 -3.747 -2.988 0.009
C 1.097 -2.887 -1.030 -0.376
O 2.124 -3.516 -1.241 0.115
C 0.765 -1.965 0.151 -0.123
C 0.238 -2.883 1.270 -0.070
C 1.271 -3.894 1.747 -0.234
C 1.174 -5.252 1.414 -0.038
C 2.181 -6.145 1.791 -0.063
C 3.275 -5.694 2.539 -0.070
C 3.350 -4.348 2.910 -0.066
C 2.348 -3.452 2.521 -0.041
N -0.258 -1.105 -0.471 0.095
C -0.745 0.065 -0.094 0.117
C -0.068 1.071 0.787 -0.187
C -0.739 1.120 2.166 -0.203
C 0.036 1.358 3.306 -0.031
C -0.577 1.817 4.475 -0.059
C -1.970 1.952 4.513 -0.066
C -2.751 1.545 3.423 -0.057
C -2.128 1.098 2.251 -0.041
C -0.165 2.458 0.192 -0.201
C 0.435 3.541 1.114 -0.170
C -0.400 4.228 2.009 -0.036
C 0.156 4.924 3.081 -0.070
C 1.548 5.011 3.206 -0.074
C 2.373 4.492 2.204 -0.060
C 1.805 3.792 1.134 -0.026
C 0.423 2.562 -1.202 -0.212
C -0.362 3.142 -2.195 -0.015
C 0.093 3.190 -3.514 0.005
C 1.360 2.664 -3.773 -0.250
F 1.790 2.609 -5.073 0.049
C 2.199 2.149 -2.787 0.018
C 1.701 2.085 -1.487 -0.048
O -2.866 -1.596 -3.048 0.085
H -4.409 -0.125 -5.592 0.097
H -4.416 -1.879 -5.343 0.101
H -5.248 -0.803 -4.183 0.099
H -2.051 0.981 -4.962 0.122
H -0.197 0.347 -3.053 0.107
H -1.823 -2.502 -0.820 0.183
H 0.581 -4.531 -2.945 0.104
H -1.187 -4.201 -2.960 0.105
H -0.079 -3.190 -3.932 0.105
H 1.642 -1.381 0.462 0.169
H -0.094 -2.248 2.107 0.131
H -0.644 -3.410 0.872 0.124
H 0.316 -5.607 0.834 0.118
H 2.114 -7.195 1.497 0.111
H 4.066 -6.389 2.829 0.110
H 4.190 -3.984 3.502 0.108
H 2.398 -2.397 2.804 0.114
H -1.727 0.318 -0.515 0.166
H 0.997 0.814 0.909 0.149
H 1.121 1.280 3.236 0.125
H 0.046 2.091 5.332 0.119
H -2.443 2.353 5.413 0.113
H -3.844 1.584 3.480 0.115
H -2.731 0.788 1.392 0.114
H -1.226 2.719 0.094 0.144
H -1.480 4.145 1.901 0.121
H -0.503 5.392 3.818 0.114
H 1.987 5.527 4.062 0.109
H 3.454 4.634 2.232 0.111
H 2.447 3.435 0.331 0.099
H -1.336 3.555 -1.929 0.129
H -0.509 3.632 -4.303 0.127
H 3.214 1.821 -3.009 0.131
H 2.319 1.698 -0.670 0.117
```



No. 2
C37H34GeN3O2Sc | wB97M-V/def2-TZVPD

Output
Charge: +2
Total energy, eV: -124688.501
Kohn-Sham gap, eV: 6.01

```
78
Properties=species:S:1:pos:R:3:lowdin_charge:R:1
Sc 0.407 -0.382 -0.320 1.248
C 2.092 -3.650 1.578 0.043
C 1.359 -2.367 1.783 -0.279
O 0.626 -1.948 0.844 -0.106
C 1.420 -1.639 3.006 -0.084
C 2.048 -2.261 4.107 0.011
C 1.975 -1.740 5.369 -0.033
C 1.221 -0.586 5.554 -0.003
C 0.626 0.069 4.491 -0.024
C 0.760 -0.387 3.181 -0.228
O 0.303 0.346 2.115 -0.244
H 1.983 -3.987 0.552 0.077
H 1.695 -4.415 2.249 0.122
H 3.151 -3.526 1.810 0.118
H 2.573 -3.193 3.951 0.122
H 2.463 -2.227 6.202 0.126
H 1.098 -0.177 6.550 0.131
H 0.065 0.958 4.701 0.043
N -1.872 -0.134 -0.936 0.062
C -2.105 0.883 -1.967 -0.248
C -3.049 1.872 -1.745 -0.025
C -3.285 2.843 -2.705 -0.044
C -2.590 2.809 -3.903 -0.043
C -1.664 1.802 -4.128 -0.006
C -1.395 0.832 -3.162 -0.149
C -0.327 -0.165 -3.410 -0.183
C -0.297 -0.841 -4.720 -0.013
C 0.528 -1.862 -4.948 0.000
C 1.527 -2.343 -3.930 -0.176
C 1.749 -1.312 -2.810 -0.252
C 0.604 -0.410 -2.468 -0.120
H -2.560 -0.009 -0.196 0.092
H -2.068 -1.047 -1.349 0.128
H -3.632 1.885 -0.835 0.095
H -4.025 3.610 -2.520 0.119
H -2.775 3.554 -4.665 0.119
H -1.115 1.773 -5.061 0.127
H -1.029 -0.554 -5.466 0.118
H 0.469 -2.411 -5.882 0.127
H 2.476 -2.547 -4.430 0.160
H 2.625 -0.695 -3.016 0.155
Ge -0.518 2.072 2.471 1.081
C -2.322 1.666 2.926 -0.302
C -3.334 1.531 1.978 -0.114
C -4.641 1.283 2.369 -0.056
C -4.947 1.181 3.720 -0.045
C -3.953 1.340 4.675 -0.048
C -2.643 1.589 4.283 -0.103
C 0.095 3.122 0.983 -0.292
C 0.264 2.709 -0.333 -0.135
C 0.768 3.544 -1.314 -0.042
C 1.093 4.850 -0.976 -0.038
C 0.930 5.292 0.330 -0.038
C 0.440 4.434 1.308 -0.097
H 0.227 2.645 3.672 0.047
H -3.110 1.665 0.930 0.051
H -5.422 1.188 1.624 0.116
H -5.968 0.996 4.029 0.120
H -4.197 1.284 5.728 0.119
H -1.891 1.741 5.047 0.095
H -0.010 1.721 -0.646 0.013
H 0.886 3.184 -2.329 0.121
H 1.477 5.523 -1.732 0.122
H 1.193 6.308 0.593 0.122
H 0.338 4.794 2.325 0.104
N 4.372 -1.736 -1.437 0.150
C 3.358 -2.638 -1.642 -0.357
C 3.372 -3.895 -2.076 0.022
C 1.969 -4.371 -2.274 -0.128
C 1.035 -3.581 -3.182 -0.093
C 1.106 -3.284 -1.713 -0.199
N 2.003 -2.101 -1.552 -0.034
H 5.319 -2.071 -1.482 0.113
H 4.214 -0.967 -0.811 0.092
H 4.251 -4.496 -2.257 0.121
H 1.732 -5.414 -2.115 0.147
H 0.170 -4.105 -3.569 0.153
H 0.290 -3.422 -1.022 0.133
```



No. 3
C37H34N6O4PRbS5 | wB97M-V/def2-TZVPD

Output
Charge: -2
Total energy, eV: -120175.048
ΔE to the lowest compared entry with this formula, charge and spin, eV: 0.267
Kohn-Sham gap, eV: 3.92

```
88
Properties=species:S:1:pos:R:3:lowdin_charge:R:1
Rb 0.274 -0.324 0.013 0.679
O 1.615 6.598 4.692 -0.158
C 1.449 5.532 4.114 -1.104
S 1.822 5.242 2.430 0.872
C 1.332 3.537 2.323 -1.228
C 0.860 2.986 3.471 -1.238
S 0.238 1.386 3.770 0.335
S 0.811 4.083 4.872 0.858
S 1.527 2.820 0.755 0.315
N -6.467 -6.182 -0.764 0.070
C -5.409 -5.261 -0.898 -0.333
C -4.721 -4.814 0.230 -0.038
C -3.701 -3.888 0.105 -0.052
C -3.360 -3.401 -1.150 -0.289
C -4.043 -3.827 -2.272 -0.056
C -5.069 -4.750 -2.147 -0.043
S -2.037 -2.222 -1.278 0.518
O -1.689 -2.080 -2.675 -0.324
O -2.534 -1.020 -0.635 -0.406
N -0.837 -2.761 -0.363 -0.235
C -0.246 -3.952 -0.664 -0.466
N 0.831 -4.247 0.106 0.120
C 1.494 -5.350 -0.179 -0.169
C 1.133 -6.227 -1.193 -0.098
C -0.023 -5.882 -1.875 -0.165
N -0.715 -4.784 -1.628 0.121
H -6.392 -6.758 0.060 0.073
H -6.629 -6.740 -1.586 0.072
H -4.993 -5.199 1.208 0.105
H -3.150 -3.542 0.972 0.121
H -3.751 -3.443 -3.242 0.112
H -5.611 -5.088 -3.026 0.102
H 2.360 -5.555 0.447 0.098
H 1.699 -7.117 -1.428 0.077
H -0.426 -6.526 -2.654 0.097
C -2.819 1.322 1.430 -0.278
P -2.022 2.043 -0.066 0.948
C -2.039 3.827 0.398 -0.382
C -2.119 4.807 -0.595 -0.108
C -2.094 6.155 -0.271 -0.106
C -1.966 6.550 1.056 -0.109
C -1.855 5.587 2.048 -0.089
C -1.891 4.235 1.723 -0.090
C -3.482 2.054 -1.212 -0.374
C -4.677 2.711 -0.921 -0.095
C -5.736 2.702 -1.817 -0.105
C -5.617 2.029 -3.029 -0.118
C -4.436 1.365 -3.330 -0.093
C -3.379 1.379 -2.426 -0.103
H -2.057 1.239 2.212 -0.029
H -3.177 0.327 1.171 0.021
H -3.641 1.939 1.796 0.041
H -2.201 4.506 -1.634 0.102
H -2.158 6.900 -1.056 0.088
H -1.929 7.603 1.312 0.090
H -1.710 5.881 3.081 0.102
H -1.760 3.498 2.509 0.089
H -4.774 3.251 0.015 0.105
H -6.655 3.224 -1.573 0.090
H -6.444 2.016 -3.730 0.086
H -4.337 0.828 -4.267 0.095
H -2.469 0.836 -2.652 0.092
C 7.236 0.825 0.331 -0.011
N 6.145 0.528 -0.559 -0.065
N 5.000 -0.162 -0.170 0.061
C 4.095 -0.189 -1.229 -0.439
O 2.965 -0.655 -1.154 -0.055
C 4.806 0.427 -2.325 0.057
C 6.012 0.850 -1.861 -0.288
C 7.086 1.612 -2.561 -0.023
C 4.771 -0.582 1.171 -0.208
C 3.753 -0.003 1.910 0.013
C 3.516 -0.452 3.204 -0.047
C 4.308 -1.452 3.751 -0.085
C 5.332 -2.025 3.004 -0.102
C 5.554 -1.602 1.703 -0.045
H 6.897 0.720 1.356 0.090
H 7.562 1.854 0.184 0.091
H 8.088 0.155 0.177 0.088
H 4.400 0.574 -3.312 0.110
H 6.891 1.613 -3.631 0.079
H 8.070 1.169 -2.389 0.076
H 7.115 2.647 -2.216 0.086
H 3.131 0.793 1.492 0.050
H 2.687 -0.024 3.762 0.053
H 4.116 -1.797 4.761 0.098
H 5.943 -2.817 3.423 0.091
H 6.323 -2.064 1.093 0.110
```



No. 4
C37H34N8O5PRuS2Si | wB97M-V/def2-TZVPD

Output
Spin multiplicity: 2
Total energy, eV: -102500.653
ΔE to the lowest compared entry with this formula, charge and spin, eV: 0.000
Kohn-Sham gap (spin up / spin down), eV: 7.68 / 7.30
Expectation value of S²: 0.7554

```
89
Properties=species:S:1:pos:R:3:lowdin_charge:R:1
Ru -0.030 -0.322 -0.336 1.284
C 2.632 3.785 -2.899 -0.026
N 1.947 2.509 -2.783 -0.121
C 1.399 1.795 -3.817 -0.033
C 0.810 0.696 -3.264 -0.105
N 0.995 0.731 -1.916 -0.054
C 1.662 1.839 -1.640 -0.436
P 2.379 2.215 -0.001 1.181
C 0.845 2.293 0.967 -0.451
N -0.152 1.445 0.793 -0.050
C -1.201 1.871 1.554 -0.072
C -0.824 3.013 2.197 -0.025
N 0.469 3.277 1.817 -0.120
C 1.269 4.411 2.244 -0.023
C 2.770 0.484 0.396 -0.447
N 1.919 -0.512 0.196 -0.075
C 2.604 -1.681 0.325 -0.087
C 3.901 -1.387 0.625 -0.047
N 3.997 -0.023 0.658 -0.115
C 5.205 0.722 0.965 -0.024
H 2.467 4.174 -3.899 0.093
H 3.702 3.672 -2.728 0.090
H 2.230 4.493 -2.177 0.085
H 1.477 2.126 -4.837 0.123
H 0.266 -0.104 -3.733 0.102
H -2.122 1.315 1.593 0.108
H -1.351 3.645 2.890 0.125
H 0.693 4.985 2.964 0.093
H 1.516 5.050 1.398 0.087
H 2.189 4.073 2.718 0.089
H 2.115 -2.634 0.219 0.124
H 4.745 -2.022 0.832 0.133
H 5.802 0.145 1.667 0.088
H 4.943 1.671 1.425 0.076
H 5.786 0.910 0.062 0.095
O -2.805 -2.645 -0.405 -0.335
S -3.386 -1.340 -0.256 0.617
O -4.151 -1.091 0.938 -0.300
N -2.293 -0.131 -0.510 -0.153
C -2.518 0.460 -1.746 -0.522
O -1.801 1.308 -2.255 0.016
C -3.778 -0.012 -2.403 -0.143
C -4.335 0.427 -3.591 -0.003
C -5.541 -0.133 -3.988 -0.068
C -6.169 -1.107 -3.211 -0.067
C -5.600 -1.555 -2.027 -0.025
C -4.395 -0.988 -1.659 -0.219
H -3.833 1.182 -4.181 0.118
H -6.008 0.193 -4.908 0.103
H -7.117 -1.517 -3.535 0.105
H -6.072 -2.316 -1.421 0.124
O -0.340 -4.237 -2.357 -0.530
S -0.741 -2.835 -2.399 0.733
N -0.010 -1.886 -1.540 -0.504
O -0.446 -1.277 1.329 -0.425
Si -0.077 -2.125 2.633 0.463
C -0.519 -3.926 2.442 -0.224
C -0.645 -4.479 1.167 -0.086
C -0.934 -5.826 0.994 -0.071
C -1.101 -6.643 2.104 -0.094
C -0.980 -6.111 3.382 -0.097
C -0.693 -4.763 3.546 -0.097
C -0.876 -1.404 4.180 -0.212
C -0.215 -1.341 5.410 -0.100
C -0.822 -0.793 6.533 -0.097
C -2.114 -0.294 6.447 -0.102
C -2.793 -0.354 5.237 -0.088
C -2.180 -0.903 4.120 -0.082
C 1.783 -2.037 3.009 -0.232
C 2.601 -3.166 3.076 -0.082
C 3.962 -3.060 3.340 -0.091
C 4.537 -1.814 3.543 -0.117
C 3.740 -0.674 3.493 -0.113
C 2.382 -0.792 3.234 -0.112
H -0.529 -3.848 0.295 0.054
H -1.034 -6.225 -0.007 0.103
H -1.331 -7.693 1.975 0.096
H -1.115 -6.746 4.249 0.096
H -0.605 -4.357 4.549 0.100
H 0.798 -1.720 5.495 0.097
H -0.288 -0.756 7.475 0.097
H -2.590 0.137 7.320 0.096
H -3.807 0.021 5.161 0.100
H -2.729 -0.944 3.191 0.085
H 2.165 -4.146 2.917 0.106
H 4.574 -3.953 3.393 0.104
H 5.596 -1.730 3.755 0.101
H 4.178 0.301 3.674 0.102
H 1.766 0.104 3.205 0.109
```



No. 5
C37H34NOOsP2S | wB97M-V/def2-TZVPD

Output
Charge: +3
Total energy, eV: -74311.459
ΔE to the lowest compared entry with this formula, charge and spin, eV: 0.758
Kohn-Sham gap, eV: 5.25

```
77
Properties=species:S:1:pos:R:3:lowdin_charge:R:1
Os 0.847 0.670 0.694 0.913
C -1.274 0.019 -1.567 -0.151
P 0.176 1.249 -1.380 0.955
C -0.598 2.850 -1.600 -0.372
C -1.341 3.070 -2.763 -0.070
C -1.917 4.309 -2.985 -0.038
C -1.735 5.334 -2.061 -0.029
C -0.977 5.121 -0.917 -0.045
C -0.411 3.878 -0.681 -0.101
C 1.250 1.004 -2.796 -0.384
C 2.332 1.890 -2.869 -0.098
C 3.192 1.840 -3.951 -0.041
C 2.981 0.906 -4.961 -0.038
C 1.913 0.025 -4.889 -0.045
C 1.037 0.076 -3.811 -0.081
C -0.772 -1.185 -0.972 -0.236
C -0.789 -2.568 -1.486 0.075
C 0.122 -3.246 -0.790 0.088
C 0.677 -2.309 0.216 -0.256
C 1.800 -2.424 0.998 -0.023
P 2.751 -0.525 0.571 1.015
C 4.116 -1.083 -0.388 -0.377
C 5.212 -1.701 0.240 -0.071
C 6.255 -2.172 -0.533 -0.026
C 6.204 -2.046 -1.918 -0.005
C 5.107 -1.460 -2.543 -0.029
C 4.054 -0.982 -1.784 -0.065
C 3.188 -0.037 2.241 -0.390
C 2.031 0.191 3.016 -0.197
C 2.114 0.899 4.207 -0.035
C 3.346 1.390 4.626 -0.015
C 4.480 1.189 3.849 -0.006
C 4.404 0.499 2.642 -0.046
N 0.021 -1.097 0.107 -0.098
H -1.978 0.532 -0.895 0.088
H -1.725 -0.113 -2.545 0.120
H -1.454 2.288 -3.505 0.116
H -2.491 4.483 -3.885 0.124
H -2.175 6.305 -2.242 0.126
H -0.822 5.926 -0.212 0.121
H 0.173 3.722 0.220 0.094
H 2.496 2.622 -2.085 0.116
H 4.021 2.533 -4.014 0.126
H 3.647 0.875 -5.814 0.126
H 1.748 -0.693 -5.681 0.123
H 0.200 -0.611 -3.784 0.100
H -1.424 -2.912 -2.288 0.145
H 0.415 -4.281 -0.881 0.147
H 1.723 -2.074 2.028 0.097
H 2.410 -3.313 0.878 0.125
H 5.238 -1.823 1.316 0.115
H 7.106 -2.644 -0.062 0.129
H 7.024 -2.419 -2.517 0.131
H 5.077 -1.378 -3.621 0.121
H 3.199 -0.526 -2.266 0.072
H 1.071 -0.300 2.777 0.079
H 1.234 1.039 4.820 0.124
H 3.422 1.926 5.562 0.131
H 5.434 1.578 4.180 0.133
H 5.286 0.393 2.026 0.116
C -2.490 2.475 3.283 -0.187
S -1.941 1.043 2.376 1.013
O -0.898 1.652 1.395 -0.702
C -3.344 0.714 1.354 -0.432
C -3.755 1.653 0.408 -0.088
C -4.842 1.348 -0.393 -0.036
C -5.505 0.131 -0.240 -0.026
C -5.081 -0.794 0.704 -0.037
C -3.984 -0.509 1.509 -0.071
H -2.808 3.244 2.582 0.075
H -1.661 2.822 3.896 0.070
H -3.319 2.159 3.917 0.088
H -3.231 2.594 0.293 0.117
H -5.187 2.065 -1.126 0.125
H -6.364 -0.090 -0.858 0.126
H -5.609 -1.730 0.823 0.125
H -3.651 -1.218 2.257 0.117
```



No. 6
C37H35ClHgN2S2Si2 | wB97M-V/def2-TZVPD

Output
Total energy, eV: -96040.773
ΔE to the lowest compared entry with this formula, charge and spin, eV: 0.000
Kohn-Sham gap, eV: 6.40

```
80
Properties=species:S:1:pos:R:3:lowdin_charge:R:1
C -1.702 -0.704 5.637 -0.218
C -2.550 -0.077 4.689 -0.221
C -2.623 -0.917 3.532 -0.255
H -3.141 0.831 4.861 0.084
C -1.818 -2.088 3.794 -0.237
C -1.268 -1.947 5.105 -0.224
H -0.705 -2.715 5.648 0.082
H -1.520 -0.353 6.658 0.084
H -3.321 -0.812 2.697 0.081
H -1.801 -2.993 3.179 0.082
Hg -0.088 -0.144 3.110 1.013
Si 2.917 0.195 -4.915 0.707
C 1.955 1.690 -5.435 -0.355
C 2.405 2.495 -6.499 -0.104
H 3.322 2.228 -7.033 0.095
C 1.662 3.625 -6.863 -0.091
H 2.001 4.250 -7.694 0.101
C 0.491 3.968 -6.172 -0.086
H -0.079 4.860 -6.457 0.104
C 0.054 3.161 -5.110 -0.089
H -0.866 3.409 -4.575 0.088
C 0.782 2.027 -4.731 -0.108
H 0.445 1.404 -3.894 0.100
C 2.028 -1.355 -5.398 -0.336
C 0.823 -1.294 -6.124 -0.095
H 0.407 -0.328 -6.427 0.098
C 0.156 -2.480 -6.453 -0.090
H -0.788 -2.427 -7.002 0.101
C 0.681 -3.726 -6.084 -0.089
H 0.153 -4.650 -6.347 0.102
C 1.890 -3.778 -5.373 -0.094
H 2.304 -4.748 -5.082 0.100
C 2.570 -2.605 -5.030 -0.112
H 3.515 -2.644 -4.477 0.100
H 3.116 0.246 -3.449 -0.023
Si -0.078 0.036 0.769 0.090
C -0.740 -1.604 0.159 -0.334
C -1.891 -1.608 -0.646 -0.088
H -2.394 -0.664 -0.886 0.099
C -2.401 -2.823 -1.128 -0.082
H -3.242 -2.801 -1.814 0.100
C -1.816 -4.036 -0.761 -0.089
H -2.191 -4.975 -1.172 0.103
C -0.731 -4.036 0.117 -0.089
H -0.273 -4.976 0.419 0.101
C -0.199 -2.833 0.597 -0.117
H 0.625 -2.838 1.322 0.074
C -1.300 1.389 0.310 -0.338
C -2.532 1.696 0.934 -0.105
H -2.840 1.178 1.847 0.073
C -3.367 2.680 0.378 -0.083
H -4.316 2.914 0.860 0.104
C -3.007 3.345 -0.792 -0.089
H -3.679 4.086 -1.242 0.106
C -1.783 3.054 -1.395 -0.081
H -1.478 3.552 -2.312 0.083
C -0.924 2.097 -0.841 -0.122
H 0.045 1.899 -1.309 0.072
H 4.211 0.214 -5.642 -0.020
Cl 1.906 0.337 0.276 0.260
C -1.492 3.374 3.979 -0.070
C -0.342 2.895 4.791 -0.592
N 0.248 1.740 4.699 0.006
C 1.308 1.574 5.591 -0.306
C 1.551 2.703 6.359 -0.341
S 0.431 3.953 5.981 1.049
C 2.018 0.300 5.599 -0.302
C 3.089 -0.100 6.385 -0.335
S 3.554 -1.718 6.016 1.060
C 2.282 -1.803 4.798 -0.604
N 1.618 -0.682 4.696 -0.016
C 2.063 -3.008 3.966 -0.073
H -2.284 3.750 4.642 0.090
H -1.160 4.192 3.323 0.093
H -1.880 2.556 3.375 0.041
H 2.354 2.780 7.074 0.072
H 3.571 0.532 7.111 0.071
H 2.811 -3.764 4.228 0.077
H 1.064 -3.414 4.146 0.079
H 2.180 -2.745 2.909 0.076
```